Computed, not measured: C36H29Br2ClN2O6P2Ti as an isolated structure, with wB97M-V/def2-TZVPD.

* max |F|: 0.57 eV Å⁻¹
* HOMO energy (alpha / beta): -6.66 / -8.33 eV
* ⟨S²⟩: 2.003
* energy relative to the best compared isomer or geometry (same formula, charge and spin): 90.5 kcal per mole
* orbital gap (alpha / beta): 6.65 / 8.27 eV

The geometry in ORCA input format:
```
! wB97M-V def2-TZVPD RIJCOSX def2/J DEFGRID3
* xyz 0 3
Ti 0.049 0.864 1.052
N -1.189 -0.452 -2.314
P -0.605 -1.009 -0.837
C 0.569 -2.280 -1.414
C 1.884 -1.898 -1.674
C 2.808 -2.814 -2.149
C 2.424 -4.130 -2.373
C 1.115 -4.519 -2.127
C 0.191 -3.600 -1.650
C -1.921 -2.026 -0.085
C -3.246 -1.897 -0.480
C -4.245 -2.600 0.180
C -3.925 -3.434 1.240
C -2.602 -3.568 1.640
C -1.608 -2.865 0.982
P -2.071 1.029 -2.589
C -1.856 1.061 -4.411
C -0.652 1.335 -5.059
C -0.576 1.296 -6.442
C -1.702 0.979 -7.194
C -2.904 0.707 -6.561
C -2.980 0.755 -5.174
C -0.834 2.259 -2.035
C -1.309 3.556 -1.876
C -0.468 4.574 -1.449
C 0.850 4.295 -1.129
C 1.335 2.999 -1.268
C 0.503 1.988 -1.733
H -1.319 -1.144 -3.042
H 2.187 -0.873 -1.502
H 3.828 -2.505 -2.339
H 3.144 -4.850 -2.740
H 0.812 -5.543 -2.303
H -0.825 -3.915 -1.443
H -3.505 -1.222 -1.287
H -5.276 -2.485 -0.128
H -4.706 -3.974 1.760
H -2.347 -4.216 2.469
H -0.575 -2.982 1.292
H 0.227 1.590 -4.481
H 0.361 1.517 -6.936
H -1.639 0.951 -8.274
H -3.784 0.467 -7.143
H -3.923 0.561 -4.676
H -2.359 3.765 -2.054
H -0.857 5.575 -1.323
H 1.499 5.079 -0.762
H 2.375 2.790 -1.048
H 0.898 0.989 -1.892
O -3.440 2.783 0.444
Cl -2.455 2.198 1.281
O -2.784 2.306 2.658
O -1.131 2.804 1.030
O -2.239 0.779 0.920
Br 3.656 1.111 4.383
C 2.124 1.446 5.456
C 2.320 1.655 6.812
C 1.222 1.847 7.636
C -0.063 1.806 7.113
C -0.247 1.576 5.761
C 0.846 1.412 4.916
C 0.578 1.208 3.460
O 1.107 1.965 2.602
O -0.203 0.279 3.107
H 3.323 1.662 7.214
H 1.376 2.020 8.694
H -0.920 1.949 7.758
H -1.240 1.530 5.330
Br 5.941 -2.467 2.314
C 4.308 -1.635 1.892
C 4.296 -0.493 1.109
C 3.071 0.078 0.825
N 1.910 -0.411 1.267
C 1.947 -1.494 2.047
C 3.120 -2.153 2.372
H 5.209 -0.054 0.734
H 3.018 0.971 0.211
H 0.995 -1.827 2.441
H 3.099 -3.033 2.997
*
```